1.
Molecular formula: C15H54O15
Method: DFT, ωB97M-V/def2-TZVPD

```
84
Properties=species:S:1:pos:R:3:mulliken_charge:R:1
C 0.0194 -3.7718 -1.5617 -0.91
C 0.9259 -2.4877 -1.5892 0.70
O 2.1757 -2.7805 -2.2272 -0.75
O -0.5985 -4.0432 -2.8032 -0.57
H -0.7813 -3.5898 -0.8351 0.21
H 0.6264 -4.6468 -1.2643 0.39
H 1.1219 -2.1982 -0.5310 -0.30
H 0.4393 -1.7141 -2.1422 0.50
H 2.4172 -1.8693 -2.5215 0.46
H 0.1247 -4.4525 -3.2789 0.34
C -4.4061 1.0220 0.1302 0.53
C -5.0119 1.9821 1.1085 -0.64
O -6.4501 1.9883 0.9462 -0.58
O -4.6760 1.2395 -1.2405 -0.55
H -4.7318 -0.0155 0.3124 0.12
H -3.2994 0.9653 0.2861 -0.20
H -4.6331 3.0174 0.8998 0.31
H -4.7888 1.6662 2.0987 0.38
H -6.8117 1.1844 1.3374 0.33
H -5.5528 1.5875 -1.2027 0.34
C 4.2341 -2.9491 0.7548 -0.92
C 4.0768 -1.4618 0.6303 0.18
O 3.1638 -0.8673 1.5861 -0.41
O 3.0976 -3.7341 0.3154 -0.52
H 4.3279 -3.1993 1.8613 0.26
H 5.1125 -3.3137 0.2212 0.45
H 3.8629 -1.1216 -0.3868 0.02
H 5.0692 -1.0194 0.9020 0.38
H 2.5381 -1.5420 1.8308 0.37
H 3.0165 -3.6077 -0.6523 0.34
C -1.1040 3.8064 1.3772 -0.44
O 0.1846 3.9741 0.7328 -0.59
H -0.9020 3.7301 2.4480 0.28
H -1.5584 4.7897 1.1924 0.34
H -1.7593 3.0534 0.9715 0.02
H 0.6679 3.1395 0.7136 0.35
C 3.6148 2.4257 1.0071 -0.72
O 2.4047 1.9982 0.2544 0.02
H 4.1659 3.1554 0.3994 0.27
H 3.4211 2.8136 2.0143 0.29
H 4.2838 1.5725 1.0400 0.14
H 2.0349 1.3173 0.8324 -0.17
C -2.0844 -1.0964 2.0217 -0.65
O -2.3348 -1.4132 0.5854 -0.39
H -1.3176 -1.7454 2.3996 0.06
H -1.7932 -0.0280 2.0248 0.31
H -3.0157 -1.2296 2.6070 0.35
H -3.2874 -1.5844 0.4797 0.22
C 1.2577 -4.1758 3.0082 -0.79
O 1.1683 -2.9540 2.1671 -0.28
H 2.2900 -4.5707 3.1705 0.25
H 0.6963 -3.9996 3.9233 0.25
H 0.6385 -4.9009 2.4818 0.34
H 1.5142 -3.2959 1.3296 0.07
C 1.2084 1.9991 3.4379 -0.63
O 0.2902 1.0549 2.8948 -0.41
H 1.2572 2.8768 2.7972 0.22
H 0.8046 2.2649 4.3768 0.37
H 2.1904 1.5539 3.6297 0.18
H 0.4608 0.8575 1.9669 0.13
C 2.1327 0.4848 -3.6974 -0.74
O 2.4154 -0.0122 -2.3779 -0.48
H 2.7330 -0.0922 -4.3779 0.29
H 1.0461 0.3297 -3.9103 0.28
H 2.3938 1.5596 -3.7325 0.30
H 2.4264 0.5775 -1.5982 0.17
C 0.7042 4.9557 -2.8727 -0.73
O 1.5258 4.4409 -1.8574 -0.43
H 1.3836 5.3709 -3.6080 0.26
H 0.1497 4.1611 -3.3540 0.25
H -0.0199 5.7063 -2.6121 0.33
H 1.1168 4.6113 -0.9959 0.31
C -3.9815 -2.0054 -1.9455 -0.31
O -4.8069 -2.3055 -0.7861 -0.58
H -4.3472 -2.3574 -2.9051 0.37
H -4.0151 -0.9431 -2.0234 0.20
H -3.0091 -2.4233 -1.9106 0.02
H -4.7505 -3.2454 -0.5525 0.30
C -0.4670 1.1276 -1.3634 -0.27
O -0.1874 0.7473 0.0138 1.06
H -0.4577 0.2682 -2.0313 -0.02
H -1.5143 1.4996 -1.4506 0.24
H 0.3391 1.8488 -1.6176 -0.08
H -0.8159 0.0386 0.2963 -0.39
```

SMILES string: OCCO.OCCO.OCCO.CO.CO.CO.CO.CO.CO.CO.CO.CO
Molar mass (Da): 474.582
Kohn-Sham gap (eV): 10.3
E (hartree): -1732.2925

2.
Molecular formula: C15H56N18O13
Method: DFT, ωB97M-V/def2-TZVPD

```
102
Properties=species:S:1:pos:R:3:mulliken_charge:R:1
C 0.4347 1.8100 3.6802 -0.46
C 1.6247 0.8400 3.5322 -0.62
O 2.0127 0.9550 2.1312 -0.45
H 0.6177 2.6480 3.0642 0.02
H 0.2547 2.3020 4.6602 0.56
H -0.5653 1.3910 3.2662 -0.18
H 1.3247 -0.0800 3.7372 0.30
H 2.3327 1.2650 4.2232 0.42
H 1.4297 0.3680 1.6832 0.51
C 0.7747 -0.1760 -4.9368 -1.15
C 0.4527 1.1640 -4.4078 0.86
O 1.4537 1.6590 -3.6048 -0.66
H 1.8097 -0.2390 -5.3128 0.26
H 0.1767 -0.4320 -5.7778 0.53
H 0.6077 -0.9650 -4.2298 0.07
H -0.3443 1.0550 -3.7148 -0.58
H 0.1827 1.9460 -5.2188 0.31
H 1.2767 1.2830 -2.7048 0.19
C -3.3383 0.0700 -1.9898 0.16
O -3.3143 -1.1990 -1.4008 -0.63
N -2.5723 1.0980 -1.6478 0.46
N -4.2483 0.3100 -2.8708 -0.40
H -1.7413 0.9510 -0.9588 -0.58
H -2.4023 1.9210 -2.3398 0.37
H -4.8783 -0.4480 -3.2288 0.37
H -4.0543 0.9920 -3.6428 0.22
C -0.2793 -3.3360 -1.7078 0.37
O 1.1157 -3.4350 -2.0008 -0.89
N -1.1883 -3.9300 -2.3818 -0.35
N -0.8073 -2.5250 -0.8518 0.81
H -0.8103 -4.4300 -3.2348 0.33
H -2.1973 -3.7400 -2.2938 0.19
H -0.1853 -1.9000 -0.2978 -0.63
H -1.7813 -2.2040 -0.9988 -0.02
C 3.3567 -0.9100 -1.4048 0.29
O 3.1647 -0.7360 -2.7998 -0.75
N 2.7397 -1.8240 -0.7418 -0.25
N 4.1737 -0.1670 -0.6828 -0.12
H 2.1317 -2.4390 -1.3188 0.27
H 3.0407 -2.1200 0.2082 0.30
H 4.6847 0.4080 -1.3068 0.26
H 4.4367 -0.1620 0.3372 0.21
C 0.2407 0.3790 -0.0578 0.13
O 0.8567 0.9540 -1.1678 0.21
N 0.4987 -0.7500 0.4932 1.74
N -0.7193 0.9650 0.5152 2.19
H 1.3657 -1.1220 0.0912 -1.09
H 0.1067 -1.1410 1.3362 0.10
H -0.9483 1.9760 0.2962 -0.79
H -1.2773 0.3890 1.2112 -1.03
C 2.2287 4.0260 -0.1138 0.04
O 2.6427 5.3610 -0.3258 -0.82
N 2.5137 3.0560 -0.8988 0.26
N 1.5227 3.7140 0.8282 -0.19
H 3.2007 3.2100 -1.6828 0.25
H 2.1357 2.1370 -0.8008 -0.68
H 1.2357 4.4820 1.4562 0.32
H 1.4747 2.7300 1.2362 -0.12
C 0.1297 -3.3640 2.6802 0.39
O -0.1933 -2.0610 2.5882 -0.55
N -0.7053 -4.3450 2.8452 -0.44
N 1.3577 -3.6780 2.5212 -0.25
H -1.6903 -4.0790 3.1492 0.31
H -0.5083 -5.3750 2.9182 0.20
H 1.9877 -2.9920 2.1412 0.18
H 1.6157 -4.6220 2.2622 0.26
C -2.3393 3.1920 0.9172 0.17
O -2.3063 3.1610 2.2632 -0.71
N -3.3793 2.8200 0.2252 -0.16
N -1.3353 3.4880 0.1072 -0.09
H -4.3033 2.7630 0.7192 0.33
H -3.2433 2.2730 -0.6158 0.37
H -0.4623 3.7570 0.5322 0.10
H -1.2413 3.4950 -0.8498 0.45
C -4.1063 -3.4490 0.8722 0.47
O -5.2833 -2.7470 0.9312 -0.74
N -2.9463 -2.9810 1.0932 0.51
N -4.0393 -4.7380 0.7482 -0.49
H -2.7963 -1.9770 1.2712 -0.16
H -2.0313 -3.5190 0.9262 0.14
H -4.9113 -5.1880 0.2652 0.31
H -3.2153 -5.3310 0.3742 0.25
C 4.5547 -1.2890 2.1622 0.36
O 3.3507 -2.0000 1.8672 -0.93
N 5.7037 -1.9380 2.4472 -0.48
N 4.5677 -0.0070 2.1102 -0.51
H 5.4407 -2.9400 2.5122 0.28
H 6.7537 -1.7360 2.4222 0.23
H 3.6417 0.4790 2.2792 0.35
H 5.4607 0.5160 2.2862 0.19
C -3.7353 0.0870 2.0412 -1.11
O -2.4863 -0.5980 2.0912 -0.57
H -3.9313 0.2990 1.0552 0.18
H -3.7653 1.0670 2.4502 0.50
H -4.5993 -0.4730 2.4232 0.27
H -2.3013 -0.8500 2.9872 0.12
C -0.2703 4.9380 -2.4548 -0.90
O -0.2893 3.5240 -2.5958 -0.41
H 0.2717 5.0810 -1.5168 0.31
H -1.2263 5.3570 -2.2378 0.31
H 0.2477 5.3560 -3.3318 0.26
H 0.5787 3.2220 -2.8108 0.27
```

Molar mass (Da): 696.726
Kohn-Sham gap (eV): 7.7
E (hartree): -2568.7422

3.
Molecular formula: C15H58N6O14
Method: DFT, ωB97M-V/def2-TZVPD

```
93
Properties=species:S:1:pos:R:3:mulliken_charge:R:1
C -0.3266 2.9087 3.1638 -0.27
C 0.3514 2.8167 4.4788 -0.45
O -0.3976 3.4867 5.4678 -0.59
H -0.1776 3.9257 2.8348 0.47
H -1.4166 2.7827 3.2048 0.52
H 0.1124 2.2817 2.4018 -0.46
H 1.3154 3.3107 4.4098 0.29
H 0.6214 1.8307 4.9448 0.21
H -1.1826 2.9357 5.7708 0.32
C 2.9364 -1.9733 -1.2302 -0.13
O 1.6284 -1.6223 -1.4122 -0.58
N 3.4564 -2.9203 -2.0052 -0.23
N 3.6834 -1.5133 -0.3132 -0.30
H 2.9214 -3.1903 -2.8932 0.29
H 4.4854 -3.1943 -2.1252 0.24
H 3.1684 -1.1363 0.4778 0.33
H 4.6444 -1.5833 -0.1562 0.23
C 0.0364 -4.5093 -1.7792 0.48
O 1.2544 -4.8983 -1.3272 -0.73
N -0.3286 -3.2813 -1.7972 -0.45
N -0.8906 -5.3163 -2.1772 -0.36
H 0.4564 -2.6303 -1.5072 -0.17
H -1.2686 -3.0583 -1.4702 0.65
H -0.5806 -6.3563 -2.1112 0.33
H -1.8196 -5.0123 -2.5672 0.23
C 3.0454 1.7227 -1.8502 0.21
O 3.2864 3.0337 -2.0172 -0.76
N 1.9724 1.1077 -2.1842 -0.15
N 3.8884 0.9767 -1.2232 -0.15
H 1.3434 1.7597 -2.7072 0.11
H 1.6834 0.1467 -2.2702 0.26
H 4.7524 1.4607 -0.8712 0.23
H 3.8204 -0.0523 -1.1002 0.36
C 2.8894 3.2257 1.2878 0.15
O 3.0834 4.4297 0.6058 -0.56
H 3.8554 2.7857 1.6108 0.35
H 2.3684 2.5787 0.5838 -0.40
H 2.1524 3.3887 2.1128 0.00
H 3.8264 4.3187 0.0338 0.31
C -1.2366 -0.7633 -4.0902 -0.32
O -0.0346 -1.4633 -3.9392 -0.56
H -1.5676 -0.3513 -3.1352 -0.28
H -1.9166 -1.5163 -4.5472 0.33
H -1.1396 0.0107 -4.7742 0.40
H -0.1896 -2.1413 -3.2972 0.61
C -4.3596 0.3127 -0.7212 -0.45
O -3.7896 -0.3273 -1.8782 -0.60
H -4.3066 1.3647 -0.9072 0.24
H -3.9536 0.0387 0.2328 0.11
H -5.4766 0.1917 -0.7252 0.31
H -4.2516 -0.0843 -2.6772 0.29
C -2.8776 -3.0093 0.2108 -0.52
O -2.7916 -2.6863 -1.1652 -0.59
H -3.8436 -3.5543 0.3438 0.28
H -2.7046 -2.1463 0.8348 0.13
H -2.1226 -3.7773 0.4378 0.27
H -3.1326 -1.8143 -1.2342 0.35
C -0.7286 0.2777 -0.0882 0.62
O 0.4814 1.0357 0.1238 1.89
H -1.0266 0.2307 -1.1512 -0.60
H -1.6146 0.7027 0.4498 0.00
H -0.6016 -0.6493 0.3948 -0.33
H 1.0434 0.8827 -0.6372 -0.92
C 1.3074 -0.8143 2.7918 -0.15
O 2.1174 -0.2113 1.8328 -0.74
H 1.0114 -0.1593 3.5938 0.03
H 1.7904 -1.6873 3.3268 0.40
H 0.4214 -1.1813 2.3318 -0.25
H 1.6324 0.3077 1.1608 0.18
C -2.3086 2.4777 -2.6642 -0.20
O -2.9776 3.6667 -2.9172 -0.56
H -2.4786 2.2377 -1.6272 -0.12
H -1.2496 2.4247 -2.9652 0.22
H -2.7726 1.6957 -3.2742 0.33
H -3.7936 3.6397 -2.4362 0.36
C -2.2896 0.0087 3.5438 0.08
O -2.6466 -1.0423 4.4618 -0.58
H -1.2206 0.1267 3.4838 -0.03
H -2.6486 0.9097 4.0428 0.37
H -2.5946 -0.0893 2.5388 -0.10
H -2.3366 -1.8823 4.2028 0.30
C 1.0894 -3.6653 1.3228 -0.34
O 2.4134 -3.9523 1.5528 -0.60
H 0.5104 -4.5483 1.0678 0.43
H 0.8564 -3.0123 0.5478 -0.13
H 0.6484 -3.3073 2.2978 0.36
H 2.9034 -4.1433 0.7688 0.34
C -0.2306 4.2007 -0.3062 0.14
O 0.3034 5.4627 0.0118 -0.59
H 0.1084 3.5057 0.5038 -0.32
H 0.0494 3.7127 -1.2822 0.10
H -1.3696 4.2807 -0.3342 0.17
H 1.2414 5.3117 0.0688 0.41
```

Molar mass (Da): 546.657
Kohn-Sham gap (eV): 9.2
E (hartree): -1987.9744

4.
Molecular formula: C15H60O15
Method: DFT, ωB97M-V/def2-TZVPD

```
90
Properties=species:S:1:pos:R:3:mulliken_charge:R:1
O -3.2770 0.1738 -1.4169 -0.63
H -3.4936 -0.7804 -1.4074 0.33
H -4.1318 0.6222 -1.4236 0.21
O 0.8108 4.4993 -0.7477 -0.64
H -0.0209 4.8022 -1.1238 0.31
H 0.5970 3.6484 -0.3433 0.30
O 4.0133 -1.7819 -0.8799 -0.69
H 4.1112 -0.8777 -1.2232 0.38
H 3.2193 -1.7420 -0.3293 0.30
O -0.1129 -2.7756 -2.9411 -0.52
H -0.2195 -3.6929 -3.2155 0.23
H 0.5782 -2.4182 -3.5148 0.28
O 4.3680 0.9141 -2.0023 -0.58
H 3.9032 1.7187 -1.7433 0.29
H 5.2922 1.1711 -2.0994 0.26
O -2.3537 0.5306 -4.2306 -0.63
H -2.7871 1.3669 -4.4347 0.29
H -2.4828 0.4075 -3.2689 0.30
O 0.6572 0.7118 3.8810 -0.51
H 0.4277 0.4211 4.7714 0.23
H 1.6015 0.9223 3.9153 0.23
O -0.8985 -0.9457 2.1872 0.04
H -0.5347 -0.2215 2.7312 0.12
H -0.1330 -1.2281 1.6700 -0.17
O -1.4627 2.2406 -0.7464 -0.33
H -2.0690 1.4946 -0.8819 0.15
H -1.6195 2.8266 -1.4957 0.20
O 3.3944 1.7452 2.8160 -0.65
H 4.2668 1.9532 2.4654 0.28
H 2.8608 2.5263 2.6231 0.31
C -2.1749 2.0867 2.9694 -1.04
C -2.4421 3.5530 2.6682 0.80
C -2.1777 4.4426 3.8709 -1.50
O -1.5370 4.0075 1.6284 -0.58
H -2.7803 1.4150 2.3533 0.17
H -2.4336 1.8264 4.0032 0.42
H -1.1200 1.8721 2.8152 0.20
H -3.4592 3.6876 2.2809 0.20
H -1.1814 4.2238 4.2680 0.29
H -2.9128 4.2383 4.6469 0.39
H -2.1424 5.4869 3.5604 0.39
H -1.5056 3.3314 0.9402 0.27
C 1.3132 0.5521 0.3793 -0.59
C 0.5002 -0.1236 -0.6358 3.25
C 0.7714 0.4061 -2.0373 -1.76
O 0.9130 -1.5001 -0.5832 -0.70
H 2.3591 0.7012 0.0949 0.22
H 1.3782 0.0774 1.3622 -0.51
H 0.9152 1.5392 0.6647 -0.11
H -0.5800 -0.1072 -0.4900 -0.90
H 1.0467 1.4645 -2.0151 0.38
H -0.1162 0.2500 -2.6457 0.12
H 1.6406 -0.1242 -2.4326 0.63
H 0.4622 -2.0012 -1.2844 0.20
C 2.2396 0.6890 -6.4062 -1.38
C 1.1000 0.9009 -5.4334 2.08
C 0.6309 2.3364 -5.4803 -1.48
O 0.0770 0.0070 -5.8584 -0.62
H 2.0231 -0.1276 -7.0892 0.32
H 3.1625 0.4260 -5.8770 0.32
H 2.4585 1.5834 -6.9897 0.33
H 1.4058 0.6208 -4.4280 -0.81
H 0.1163 2.5638 -6.4106 0.40
H 1.5007 2.9986 -5.3843 0.45
H 0.0010 2.6095 -4.6231 0.20
H -0.6725 0.0653 -5.2418 0.28
C -3.0874 -2.9758 1.8273 -1.10
C -2.8594 -2.2438 0.5195 1.00
C -1.7488 -2.8246 -0.2687 -0.70
O -4.0405 -2.3139 -0.3441 -0.63
H -2.4248 -2.5250 2.5881 0.20
H -2.7028 -3.9989 1.8218 0.31
H -4.1023 -2.8505 2.1952 0.36
H -2.6612 -1.1914 0.7438 -0.21
H -1.9894 -3.8520 -0.5558 0.56
H -0.8551 -2.9101 0.3595 0.14
H -1.4577 -2.2318 -1.1343 -0.27
H -4.8451 -2.2681 0.1796 0.37
C 2.1476 -2.9469 2.9303 -0.82
C 1.8881 -3.7991 4.1334 0.38
C 0.6913 -3.3064 4.9279 -1.11
O 1.6400 -5.1551 3.7669 -0.57
H 1.3302 -3.0269 2.2081 0.04
H 3.1006 -3.1219 2.4240 0.50
H 2.1976 -1.8828 3.2030 0.14
H 2.7752 -3.7506 4.7839 0.27
H -0.2398 -3.5346 4.4157 0.25
H 0.7828 -2.2284 5.0884 0.19
H 0.6963 -3.7310 5.9347 0.37
H 2.4803 -5.5420 3.5010 0.32
```

Molar mass (Da): 480.630
Kohn-Sham gap (eV): 9.6
E (hartree): -1736.0855

Results for LUMO energy: 0.533; -0.142; -0.027; -0.039 (in eV, following the order of the records).
Results for relative energy (zero: lowest compared OMol25 entry of this formula, charge and spin): 93.8; 2.2; 0.0; 0.7 (in kcal/mol, following the order of the records).